The following is a quantum chemistry calculation of a structure of composition C34H27N7O2PRu, from the Open Molecules 2025 dataset.

Atoms and positions in Å:
Ru1 1.67 -0.40 -0.70
N1 1.86 0.68 1.24
C1 1.12 1.87 1.64
C2 1.83 3.00 2.02
C3 1.15 4.15 2.41
C4 -0.24 4.16 2.45
C5 -0.94 3.02 2.09
C6 -0.27 1.86 1.68
P1 -1.25 0.38 1.35
C7 -2.85 0.81 0.70
C8 -3.00 1.05 -0.66
C9 -4.22 1.46 -1.17
C10 -5.30 1.62 -0.31
C11 -5.16 1.39 1.05
C12 -3.94 0.98 1.57
C13 -1.40 -0.54 2.83
C14 -2.37 -1.55 2.92
C15 -2.49 -2.28 4.09
C16 -1.63 -2.04 5.15
C17 -0.63 -1.07 5.06
C18 -0.51 -0.33 3.90
H1 2.85 0.84 1.40
H2 1.59 -0.09 1.85
H3 2.91 2.99 1.99
H4 1.71 5.03 2.69
H5 -0.77 5.04 2.77
H6 -2.02 3.03 2.13
H7 -2.16 0.90 -1.33
H8 -4.34 1.64 -2.23
H9 -6.26 1.93 -0.71
H10 -6.01 1.52 1.72
H11 -3.84 0.80 2.63
H12 -3.02 -1.77 2.08
H13 -3.25 -3.04 4.17
H14 -1.72 -2.63 6.06
H15 0.04 -0.90 5.89
H16 0.24 0.45 3.85
O1 -1.77 -2.74 0.10
C19 -0.72 -2.39 -0.39
O2 0.33 -1.97 0.21
C20 0.19 -1.42 -2.64
C21 -0.01 -1.40 -4.13
C22 0.30 -0.32 -4.83
C23 0.72 0.89 -4.15
C24 1.29 1.96 -4.81
C25 1.62 3.13 -4.13
C26 1.34 3.26 -2.77
C27 0.77 2.21 -2.09
C28 0.50 0.98 -2.74
N2 0.04 -0.07 -1.99
H17 -0.39 -2.31 -4.60
H18 0.21 -0.31 -5.91
H19 1.47 1.89 -5.88
H20 2.07 3.96 -4.67
H21 1.56 4.18 -2.25
H22 0.49 2.32 -1.04
N3 0.05 -3.77 -2.26
C29 -0.63 -2.50 -1.96
N4 1.59 -1.65 -2.25
C30 1.99 -2.83 -1.83
N5 1.31 -3.98 -2.00
C31 3.21 -2.80 -1.01
C32 4.08 -3.86 -0.81
N6 5.14 -3.75 -0.02
C33 5.34 -2.57 0.56
C34 4.48 -1.49 0.38
N7 3.40 -1.61 -0.39
H23 -0.50 -4.62 -2.34
H24 -1.65 -2.55 -2.32
H25 3.90 -4.81 -1.30
H26 6.21 -2.47 1.20
H27 4.68 -0.54 0.84

Frontier orbital gap (spin up / spin down) = 7.5 / 5.9 eV
Strongest force on any atom = 0.90 eV Å⁻¹
Energy relative to the best compared isomer or geometry (same formula, charge and spin) = 304.1 kJ/mol
Highest occupied orbital energy (spin up / spin down) = -13.3 / -13.8 eV
⟨S²⟩ = 8.824
Spin multiplicity = 6
Lowest unoccupied orbital energy (spin up / spin down) = -5.8 / -7.8 eV
Total charge = +2

The following is a quantum chemistry calculation of an isolated molecule of C22H36N4O2S, from the Open Molecules 2025 dataset.

Atoms and positions in Å:
C1 -3.25 -1.16 -1.66
C2 -2.28 -1.52 -2.95
C3 -3.38 -1.69 -4.15
C4 -1.35 -0.68 -3.21
C5 -0.14 -1.00 -3.39
S1 0.97 0.25 -4.11
C6 -0.49 1.21 -3.85
C7 -0.63 2.54 -4.09
N1 -0.31 3.47 -2.92
C8 1.01 3.74 -2.26
C9 0.93 2.44 -1.21
C10 -0.17 2.81 -0.10
N2 -0.18 1.73 1.03
C11 0.78 1.96 1.86
C12 0.35 1.15 3.31
C13 0.37 -0.41 2.96
C14 1.71 -0.91 2.89
O1 2.99 -0.30 2.42
N3 1.98 -2.19 2.71
C15 1.10 -3.05 3.24
C16 1.49 -3.90 4.59
O2 2.76 -4.40 4.31
C17 3.77 -3.56 3.85
C18 3.29 -2.79 2.60
C19 -0.49 -0.74 1.81
C20 -0.12 0.42 0.60
C21 -1.43 2.52 -1.00
C22 -1.53 3.56 -1.89
N4 -1.61 0.64 -3.48
H1 -4.03 -1.77 -1.53
H2 -3.60 -0.20 -1.99
H3 -2.45 -1.12 -0.86
H4 -2.03 -2.55 -2.71
H5 -3.05 -2.10 -4.98
H6 -3.83 -0.78 -4.37
H7 -4.29 -2.48 -3.65
H8 0.08 -1.95 -3.53
H9 0.21 2.94 -4.69
H10 -1.59 2.94 -4.60
H11 1.42 3.40 -2.98
H12 1.09 4.60 -1.78
H13 1.07 1.51 -1.67
H14 1.88 2.61 -0.55
H15 -0.20 3.76 0.29
H16 0.65 3.21 2.25
H17 1.79 2.01 1.69
H18 1.28 1.39 4.03
H19 -0.66 1.35 3.73
H20 -0.03 -0.69 3.73
H21 0.03 -2.93 3.24
H22 0.97 -4.01 2.39
H23 1.03 -4.74 4.64
H24 1.32 -3.17 5.40
H25 4.84 -3.98 3.77
H26 3.75 -2.88 4.63
H27 4.08 -1.86 2.44
H28 3.34 -3.45 1.86
H29 -0.33 -1.52 1.53
H30 -1.37 -0.45 1.99
H31 -0.75 -0.02 -0.12
H32 1.11 0.06 0.43
H33 -1.64 1.65 -1.58
H34 -2.39 2.88 -0.17
H35 -2.43 3.58 -2.61
H36 -1.44 4.63 -1.57

Frontier orbital gap = 8.1 eV
Structure (SMILES) = CC(C)c1csc(CN2CCC(N3CCC(C(=O)N4CCOCC4)CC3)CC2)n1
Strongest force on any atom = 16.88 eV Å⁻¹
Energy relative to the best compared isomer or geometry (same formula, charge and spin) = 2340.3 kJ/mol
Highest occupied orbital energy = -7.6 eV
Spin multiplicity = 1
Lowest unoccupied orbital energy = 0.5 eV
Total charge = 0

The following is a quantum chemistry calculation of an isolated molecule of C5H11P, from the Open Molecules 2025 dataset.

Atoms and positions in Å:
C1 -1.41 2.16 0.85
C2 -0.95 0.65 0.81
P1 -0.11 -0.17 -0.38
C3 0.71 0.99 -1.46
C4 1.09 -1.56 -0.39
C5 0.88 -2.65 0.53
H1 -2.38 2.18 0.51
H2 -0.77 2.70 0.13
H3 -1.20 2.65 1.80
H4 -1.65 0.06 1.46
H5 0.92 0.53 -2.38
H6 1.35 1.48 -0.79
H7 -0.21 1.69 -1.60
H8 1.27 -1.84 -1.44
H9 1.73 -3.40 0.39
H10 -0.09 -3.25 0.45
H11 0.80 -2.23 1.51

Frontier orbital gap (spin up / spin down) = 7.2 / 7.2 eV
Structure (SMILES) = C/C=P(\C)=C/C
Strongest force on any atom = 4.96 eV Å⁻¹
Energy relative to the best compared isomer or geometry (same formula, charge and spin) = 314.8 kJ/mol
Highest occupied orbital energy (spin up / spin down) = -7.0 / -7.0 eV
Spin multiplicity = 1
Lowest unoccupied orbital energy (spin up / spin down) = 0.2 / 0.2 eV
Total charge = 0

The following is a quantum chemistry calculation of a cluster of 2 separate species, Cl2HNS in total, from the Open Molecules 2025 dataset.

Atoms and positions in Å:
N1 0.94 -1.85 -1.21
S1 2.07 -1.29 -0.62
Cl1 -2.59 1.64 0.83
Cl2 2.09 0.89 -0.53
H1 -2.52 0.61 1.52

Frontier orbital gap = 9.3 eV
Strongest force on any atom = 3.71 eV Å⁻¹
Energy relative to the best compared isomer or geometry (same formula, charge and spin) = 27.4 kJ/mol
Highest occupied orbital energy = -10.7 eV
Spin multiplicity = 1
Lowest unoccupied orbital energy = -1.4 eV
Total charge = 0

The following is a quantum chemistry calculation of a structure of composition C29H51InNO2SSi2, from the Open Molecules 2025 dataset.

Atoms and positions in Å:
O1 -0.80 -1.23 -4.10
O2 0.28 -3.29 -4.08
C1 -2.21 -1.22 -3.74
C2 -2.50 -0.30 -2.60
H1 -2.46 -2.25 -3.49
H2 -2.77 -0.94 -4.64
H3 -2.35 -0.79 -1.64
H4 -3.55 -0.01 -2.65
H5 -1.90 0.61 -2.64
C3 -0.23 0.06 -4.56
C4 0.49 -0.14 -5.86
H6 0.44 0.41 -3.76
H7 -1.06 0.77 -4.65
H8 1.23 -0.94 -5.80
H9 0.99 0.78 -6.16
H10 -0.23 -0.40 -6.65
C5 1.60 -3.28 -3.43
C6 -0.57 -4.45 -3.79
C7 1.92 -1.93 -2.87
H11 2.29 -3.58 -4.22
H12 1.63 -4.06 -2.65
H13 1.95 -1.18 -3.66
H14 2.92 -2.00 -2.41
H15 1.23 -1.61 -2.08
C8 -1.27 -4.88 -5.05
H16 -1.27 -4.16 -3.00
H17 0.08 -5.24 -3.39
H18 -1.93 -4.09 -5.44
H19 -1.90 -5.74 -4.83
H20 -0.56 -5.17 -5.82
H21 -0.23 -2.28 -4.17
In1 0.19 0.71 1.93
C9 -0.25 -0.84 0.62
Si1 -0.93 -2.46 1.32
H22 0.69 -1.06 0.08
H23 -0.94 -0.45 -0.15
C10 -2.61 -2.81 0.55
C11 -1.21 -2.50 3.17
C12 0.31 -3.80 0.88
C13 -1.65 1.74 2.49
Si2 -1.45 2.36 4.24
H24 -2.49 1.03 2.39
H25 -1.83 2.56 1.78
C14 -1.33 0.87 5.37
C15 -2.93 3.40 4.73
C16 0.10 3.41 4.35
H26 0.52 -4.41 1.77
H27 1.25 -3.35 0.55
H28 -0.06 -4.46 0.09
H29 -3.33 -2.03 0.84
H30 -3.00 -3.76 0.92
H31 -2.58 -2.85 -0.55
H32 -2.04 -1.84 3.47
H33 -0.31 -2.22 3.73
H34 -1.47 -3.53 3.45
H35 -3.87 2.91 4.45
H36 -2.90 4.38 4.24
H37 -2.94 3.56 5.81
H38 0.13 4.17 3.56
H39 1.03 2.82 4.27
H40 0.11 3.92 5.32
H41 -1.52 1.21 6.40
H42 -0.34 0.40 5.34
H43 -2.08 0.11 5.12
S1 3.37 4.20 1.25
C17 1.88 4.87 0.56
C18 1.59 6.19 0.27
C19 0.29 6.52 -0.13
C20 -0.69 5.52 -0.26
C21 -0.40 4.18 0.00
C22 0.89 3.87 0.47
N1 1.28 2.66 1.04
C23 2.53 2.69 1.52
C24 3.12 1.53 2.16
C25 4.52 1.40 2.27
C26 5.07 0.19 2.69
C27 4.22 -0.87 3.05
C28 2.82 -0.71 3.02
C29 2.27 0.48 2.55
H44 2.38 6.93 0.38
H45 0.04 7.56 -0.34
H46 -1.70 5.79 -0.58
H47 -1.12 3.38 -0.11
H48 5.15 2.24 1.99
H49 6.15 0.07 2.72
H50 4.65 -1.82 3.36
H51 2.17 -1.52 3.35

Frontier orbital gap = 8.0 eV
Strongest force on any atom = 2.03 eV Å⁻¹
Highest occupied orbital energy = -10.1 eV
Spin multiplicity = 1
Lowest unoccupied orbital energy = -2.1 eV
Total charge = +1

The following is a quantum chemistry calculation of a structure of composition C28H28N2O2PS3ScSe2, from the Open Molecules 2025 dataset.

Atoms and positions in Å:
Sc1 0.54 -0.35 0.64
C1 -1.76 -0.12 5.98
C2 -2.17 -0.37 4.68
C3 -1.22 -0.48 3.67
C4 0.13 -0.34 3.97
C5 0.54 -0.09 5.27
C6 -0.41 0.02 6.27
N1 1.04 -0.44 2.86
N2 2.24 -0.41 3.14
C7 3.17 -0.46 2.05
C8 4.50 -0.37 2.45
C9 5.49 -0.35 1.48
C10 5.12 -0.46 0.14
C11 3.78 -0.56 -0.22
C12 2.75 -0.57 0.72
H1 -2.50 -0.03 6.77
H2 -3.22 -0.49 4.45
H3 -1.52 -0.71 2.66
H4 1.60 0.01 5.48
H5 -0.09 0.21 7.29
H6 4.73 -0.30 3.51
H7 6.53 -0.26 1.76
H8 5.88 -0.45 -0.62
H9 3.53 -0.66 -1.27
Se1 0.74 0.19 -2.08
P1 -1.44 0.23 -1.95
Se2 -2.20 0.45 0.07
C13 -2.01 1.65 -2.95
C14 -3.01 2.51 -2.49
C15 -3.43 3.58 -3.28
C16 -2.85 3.81 -4.52
C17 -1.85 2.96 -4.97
C18 -1.43 1.89 -4.19
C19 -2.13 -1.22 -2.78
C20 -1.59 -1.66 -3.98
C21 -2.10 -2.79 -4.60
C22 -3.14 -3.50 -4.02
C23 -3.68 -3.06 -2.82
C24 -3.18 -1.93 -2.19
H10 -3.46 2.33 -1.53
H11 -4.20 4.24 -2.91
H12 -3.18 4.64 -5.13
H13 -1.39 3.13 -5.94
H14 -0.62 1.25 -4.54
H15 -0.75 -1.14 -4.42
H16 -1.67 -3.12 -5.54
H17 -3.52 -4.39 -4.49
H18 -4.48 -3.62 -2.34
H19 -3.58 -1.60 -1.24
C25 0.45 3.65 -0.82
S1 0.02 3.11 0.81
C26 1.15 4.11 1.73
O1 0.62 1.73 0.96
H20 0.27 4.73 -0.86
H21 -0.20 3.13 -1.53
H22 1.49 3.39 -1.01
H23 0.90 5.15 1.57
H24 2.16 3.88 1.39
H25 1.03 3.84 2.78
C27 2.70 -4.40 1.27
O2 1.66 -3.46 1.03
C28 0.56 -3.86 0.39
S2 0.39 -5.36 -0.26
S3 -0.62 -2.58 0.25
H26 3.42 -3.86 1.88
H27 3.15 -4.72 0.33
H28 2.31 -5.27 1.79

Frontier orbital gap = 6.7 eV
Strongest force on any atom = 1.04 eV Å⁻¹
Energy relative to the best compared isomer or geometry (same formula, charge and spin) = 48.9 kJ/mol
Highest occupied orbital energy = -7.4 eV
Spin multiplicity = 1
Lowest unoccupied orbital energy = -0.7 eV
Total charge = 0

What is the spin multiplicity in the fifth record? 1

Number 5 is which compound? C29H51InNO2SSi2